Record 1
{"formula": "CF2N", "method": "ωB97M-V/def2-TZVPD", "relative_energy_kj_mol": 0.0, "homo_ev": -20.708, "homo_lumo_gap_ev": 14.4, "charge": 1, "elements": ["F", "F", "N", "C"], "coordinates": [[-0.14323, -1.11690, 1.41226], [0.16769, 1.20706, -1.33586], [-0.06925, -0.44218, 0.37466], [0.04478, 0.35202, -0.45106]], "forces_ev_per_angstrom": [[-0.139, -1.064, 1.312], [-0.122, -0.692, 0.383], [0.437, 3.179, -3.594], [-0.176, -1.422, 1.899]]}


Record 2
{"formula": "C13H24Cl2O3Sn", "method": "ωB97M-V/def2-TZVPD", "relative_energy_kj_mol": 0.0, "homo_ev": 0.871, "homo_lumo_gap_ev": 4.2, "charge": -2, "elements": ["Sn", "Cl", "Cl", "O", "O", "O", "C", "C", "C", "C", "C", "C", "C", "C", "C", "C", "C", "C", "C", "H", "H", "H", "H", "H", "H", "H", "H", "H", "H", "H", "H", "H", "H", "H", "H", "H", "H", "H", "H", "H", "H", "H", "H"], "coordinates": [[-1.23817, 0.92721, 1.48117], [-0.84835, -1.72431, 0.76934], [-3.01105, 1.18031, -0.07657], [-0.62051, -0.35077, 2.90937], [0.63250, 1.39088, 0.92311], [-1.94908, 2.14862, 2.98954], [-2.74380, -1.43372, 3.70435], [1.55594, 2.74145, -2.11707], [3.44444, 0.42792, -1.21081], [1.41309, -0.97096, -1.97354], [-1.02485, -0.40855, 5.23077], [-1.02781, 1.44571, -3.42159], [2.08183, 0.26352, -1.74813], [1.23868, 1.30423, -2.19968], [1.91208, -2.31488, -1.63502], [-1.27875, -1.06443, 3.90184], [0.19169, -0.68433, -2.63180], [0.06490, 0.71927, -2.76065], [-0.76468, -1.70889, -3.09826], [0.64850, 3.35142, -2.13956], [4.17932, 0.58876, -2.01574], [1.09712, 0.56836, 1.22840], [-1.32590, 0.65387, 5.19623], [-3.07330, -1.94006, 4.59659], [-1.50148, -1.24476, -3.76863], [1.14661, -2.85127, -1.07050], [-0.75210, -2.03106, 3.88221], [-2.84008, -2.12521, 2.84450], [-1.77558, 3.04187, 2.74678], [-1.58143, -0.90732, 6.00954], [-1.29540, 2.34689, -2.84655], [-3.37167, -0.55002, 3.53586], [-0.24422, -2.48970, -3.65502], [2.79782, -2.21645, -0.99429], [0.04535, -0.44296, 5.48057], [2.19112, 3.05134, -2.95766], [3.74449, -0.46896, -0.65953], [-1.27286, -2.15900, -2.23833], [-0.73551, 1.78328, -4.42244], [-1.90125, 0.79962, -3.51529], [3.48154, 1.29445, -0.54018], [2.19417, -2.87018, -2.54256], [2.11663, 2.92880, -1.19078]], "forces_ev_per_angstrom": [[1.293, -2.115, 0.768], [-0.611, 0.086, -1.283], [0.341, 0.159, 0.360], [-0.433, 1.593, 0.821], [-0.828, -0.509, 0.945], [0.138, -1.255, -0.813], [0.111, 0.162, -1.073], [0.279, 0.129, 0.044], [0.203, 0.115, 0.178], [-0.176, 1.477, -0.674], [0.262, 0.830, 0.401], [-0.255, 0.465, -0.006], [-1.279, -0.450, -0.471], [-0.443, -1.152, -0.358], [0.194, -0.087, 0.160], [0.719, -0.522, -0.453], [0.812, 0.656, 0.329], [1.480, -0.608, 0.756], [-0.360, 0.109, 0.050], [0.050, 0.151, 0.110], [0.185, 0.050, 0.131], [-0.489, 0.829, -0.625], [0.031, -0.388, -0.045], [-0.325, -0.241, 0.419], [-0.058, -0.291, 0.106], [0.058, -0.330, -0.025], [-0.031, -0.217, 0.286], [0.014, 0.499, 0.349], [0.065, 1.227, -0.241], [-0.203, -0.218, 0.543], [-0.224, -0.143, -0.160], [0.026, -0.023, 0.029], [-0.060, -0.302, -0.128], [-0.054, -0.288, -0.089], [-0.236, 0.032, -0.101], [0.101, 0.346, -0.072], [0.175, 0.151, 0.089], [-0.204, -0.207, -0.127], [-0.155, 0.127, -0.269], [-0.223, 0.197, -0.032], [0.256, -0.031, 0.109], [0.013, -0.317, 0.149], [-0.159, 0.305, -0.082]]}


Record 3
{"formula": "H12NO4", "method": "ωB97M-V/def2-TZVPD", "relative_energy_kj_mol": 44.0, "homo_ev": -15.136, "homo_lumo_gap_ev": 12.2, "charge": 1, "elements": ["O", "O", "O", "O", "N", "H", "H", "H", "H", "H", "H", "H", "H", "H", "H", "H", "H"], "coordinates": [[2.41707, -2.10084, 2.05244], [0.63225, 0.43774, -2.34773], [1.68239, 0.52904, 0.98701], [-3.56927, -0.02156, -0.47690], [-0.95335, 0.85691, 0.02782], [3.30758, -2.16408, 2.41424], [1.97549, -0.29463, 1.41767], [-0.08026, 0.46784, 0.42797], [1.33099, -0.08873, -2.76859], [-1.25953, 1.58849, 0.66063], [2.29018, 1.17161, 1.37371], [-0.73711, 1.19945, -0.90376], [-4.22134, 0.59892, -0.83270], [0.57615, 1.22223, -2.90637], [2.40082, -2.70353, 1.30093], [-1.68922, 0.12868, -0.00159], [-4.10284, -0.82755, -0.42477]], "forces_ev_per_angstrom": [[-0.059, 0.283, -0.166], [0.139, 0.118, -0.289], [0.230, -0.158, 0.394], [-0.674, -0.182, -0.139], [0.022, -0.836, 0.724], [-0.007, -0.084, 0.034], [-0.137, -0.356, -0.101], [0.316, 0.276, -0.124], [-0.289, 0.103, 0.296], [-0.128, 0.230, -0.104], [-0.228, 0.239, -0.214], [0.012, -0.114, -0.130], [0.321, 0.182, 0.046], [0.062, -0.066, -0.099], [0.063, -0.070, 0.076], [0.013, 0.525, -0.331], [0.343, -0.091, 0.128]]}


Record 4
{"formula": "C3H6N2O2S", "method": "ωB97M-V/def2-TZVPD", "relative_energy_kj_mol": 227.8, "homo_ev": -9.219, "homo_lumo_gap_ev": 9.7, "elements": ["S", "O", "O", "N", "N", "C", "C", "C", "H", "H", "H", "H", "H", "H"], "coordinates": [[1.42082, -1.67560, -0.43921], [-2.61891, -0.43649, -0.79152], [-1.58579, -1.47367, 0.89560], [0.85658, -0.05502, 0.04872], [-0.67839, 1.54240, -0.08274], [-0.43748, 0.30219, -0.12412], [1.86271, 0.87263, 0.07234], [-1.52477, -0.70882, -0.03666], [-3.25793, -1.17638, -0.51411], [2.00694, 1.57579, -0.77109], [2.82133, 0.39952, 0.12915], [1.71701, 1.51875, 1.01986], [-1.74033, 1.56499, -0.13083], [1.15822, -2.25029, 0.72462]], "forces_ev_per_angstrom": [[-0.877, 1.220, -0.057], [-0.299, -1.869, 0.301], [0.378, -0.406, -0.714], [-0.287, -4.773, -1.348], [-3.118, 0.490, -0.351], [1.098, 0.584, -0.109], [1.947, 3.994, 1.894], [-1.250, 0.088, 1.513], [0.983, 1.569, -0.552], [-0.873, -0.284, 0.052], [0.376, -0.479, 0.414], [0.418, -0.674, -1.454], [1.543, 0.833, -0.002], [-0.039, -0.293, 0.410]]}